Entry 1:
ORCA calculation (the ωB97M-V functional and the def2-TZVPD basis) on a structure of composition C34H61CsI4N9O3PS2SeSi.

## Properties
E = -192938.43333 eV
gap between HOMO and LUMO = 4.225 eV
HOMO = -1.34 eV
strongest force on any atom = 0.0752 Eh/bohr
charge = -2
ΔE to the lowest compared entry with this formula, charge and spin = 12.8 kcal per mole

Last column: Mulliken charge in e.
Geometry (Å):
Cs: 10.059 15.608 17.283  0.811
I: 9.127 20.601 20.242  -0.085
I: 15.797 16.408 16.963  0.005
I: 8.975 17.103 25.175  -0.013
I: 13.076 18.106 18.516  0.303
Se: 7.642 22.054 11.440  -0.285
S: 5.593 12.499 17.142  -0.673
S: 3.943 9.408 17.130  -0.585
P: 5.651 10.526 16.776  0.712
Si: 10.948 15.176 11.491  0.523
O: 10.200 17.942 19.157  -0.781
O: 6.116 10.287 15.298  -0.334
O: 6.811 9.843 17.638  -0.172
N: 9.512 18.601 16.195  0.115
N: 8.120 14.283 15.453  0.490
N: 9.178 19.903 12.623  0.459
N: 11.041 15.529 20.393  0.045
N: 7.227 16.868 16.861  1.667
N: 11.922 12.911 15.365  0.231
N: 7.308 19.259 11.710  0.281
N: 12.079 12.202 17.399  -0.600
N: 7.678 15.118 19.315  -0.246
C: 13.069 13.166 17.195  -0.241
C: 9.105 18.518 22.555  -0.174
C: 10.368 16.496 21.082  0.093
C: 11.416 12.036 16.272  0.439
C: 6.831 7.647 18.584  -1.360
C: 7.085 16.548 15.469  -0.234
C: 6.205 16.291 17.719  -0.307
C: 11.311 14.349 21.010  -0.262
C: 7.926 18.143 12.211  -0.718
C: 9.514 18.771 21.253  -0.444
C: 5.893 19.355 11.329  -0.977
C: 6.959 15.140 15.044  -1.468
C: 6.667 16.284 19.180  -0.435
C: 6.664 9.117 18.852  0.184
C: 10.317 15.064 23.024  -0.867
C: 7.168 18.281 17.060  -0.538
C: 15.009 18.334 17.566  -0.855
C: 9.859 15.792 10.096  -1.210
C: 5.980 11.192 14.181  1.359
C: 8.089 20.383 11.953  -0.301
C: 12.665 16.022 11.133  -1.368
C: 4.787 10.765 13.339  -1.578
C: 10.030 16.290 22.442  1.552
C: 12.927 13.672 15.956  -0.502
C: 11.379 13.313 10.771  -1.526
C: 9.357 17.312 23.144  -0.209
C: 10.974 14.077 22.324  -0.914
C: 9.027 18.527 12.817  -0.559
C: 10.052 17.799 20.423  -0.430
C: 10.027 20.763 13.422  -1.328
C: 10.350 11.094 15.992  -0.700
C: 7.289 10.988 13.384  -1.189
C: 8.092 19.084 16.171  -1.147
C: 7.842 9.615 19.776  -1.071
H: 8.146 11.352 13.933  -0.034
H: 5.705 16.086 19.805  0.335
H: 5.248 16.805 17.560  0.192
H: 6.062 14.625 15.446  0.357
H: 5.993 15.247 17.370  -0.315
H: 7.878 9.106 20.776  0.362
H: 4.951 9.778 13.010  0.395
H: 7.707 19.205 15.198  0.236
H: 9.965 14.771 24.013  0.119
H: 7.812 13.433 15.873  -0.310
H: 10.476 15.710 9.115  0.291
H: 6.239 17.162 14.980  -0.212
H: 10.322 10.625 15.026  0.409
H: 11.877 13.620 20.461  0.374
H: 8.734 14.117 14.642  -0.042
H: 7.546 10.051 12.987  0.446
H: 5.376 18.472 11.799  0.316
H: 12.463 17.077 10.937  0.325
H: 15.723 18.887 18.237  0.327
H: 9.904 17.949 13.174  0.316
H: 9.328 11.544 16.238  -0.174
H: 5.909 12.190 14.621  -0.384
H: 12.127 13.422 10.045  0.493
H: 6.430 7.174 19.474  0.445
H: 8.558 19.281 23.062  0.405
H: 9.861 18.703 17.117  -0.185
H: 7.220 14.286 18.911  -0.008
H: 8.771 9.405 19.186  0.213
H: 10.866 20.292 13.926  0.460
H: 10.553 21.485 12.681  0.361
H: 5.509 20.263 11.856  0.429
H: 6.790 15.115 13.952  0.367
H: 7.833 7.293 18.463  0.320
H: 4.034 10.644 14.060  0.429
H: 8.049 20.095 16.594  0.592
H: 7.751 10.735 19.774  0.185
H: 6.114 7.349 17.771  0.282
H: 10.445 10.252 16.679  0.318
H: 7.417 17.188 12.113  0.835
H: 11.025 13.015 22.601  0.357
H: 13.778 13.385 18.029  0.318
H: 10.567 13.028 10.150  0.411
H: 9.095 15.054 9.967  0.309
H: 13.047 15.741 10.122  0.354
H: 4.593 11.427 12.495  0.348
H: 7.222 11.727 12.554  0.391
H: 11.446 13.108 14.545  0.122
H: 6.185 18.735 16.785  0.159
H: 7.991 14.892 20.293  0.154
H: 14.928 18.935 16.642  0.338
H: 7.439 18.625 18.040  -0.035
H: 9.587 21.371 14.169  0.459
H: 8.011 16.988 15.018  0.179
H: 10.069 19.230 15.604  0.146
H: 7.142 17.232 19.533  0.246
H: 11.539 12.609 11.580  0.172
H: 5.689 9.251 19.231  0.508
H: 5.716 19.335 10.173  0.224
H: 13.376 14.508 15.433  0.353
H: 9.305 16.668 10.238  0.342
H: 13.496 15.995 11.822  0.294

Atomic forces in eV per Å
Cs 0.5 0.0 0.2
I -0.1 -0.4 0.5
I 0.0 0.6 0.2
I -0.3 0.1 0.4
I 0.4 0.2 -0.4
Se 0.1 0.8 0.0
S 0.1 -0.5 0.1
S 1.2 1.0 -0.4
P -2.8 -0.2 1.7
Si 0.8 -1.4 1.4
O 0.5 -0.1 1.0
O 0.5 -0.6 -0.7
O 0.8 0.3 -0.7
N -1.1 0.5 -1.8
N 0.0 1.4 -1.4
N -0.9 0.2 0.8
N -0.1 -0.8 0.7
N -0.8 -0.4 0.9
N 0.6 0.1 1.4
N -0.1 1.7 -0.3
N 0.4 -0.9 0.6
N -0.9 0.7 0.5
C -0.6 -0.6 1.6
C 0.1 -0.1 0.0
C 0.8 -0.3 -0.1
C 2.2 1.7 0.5
C -2.2 -0.5 -0.2
C 0.4 2.5 -1.4
C 0.2 -1.1 -0.3
C 0.1 2.3 -1.1
C -1.9 -1.0 -0.3
C -0.2 0.5 -0.7
C -0.4 -0.7 -0.4
C -0.2 -2.4 0.1
C -0.6 -1.9 1.2
C 2.5 -0.2 0.1
C 0.3 -2.0 0.5
C 0.5 1.4 -1.4
C 0.4 0.7 0.2
C 1.7 -1.5 -2.1
C 1.7 -1.3 -0.6
C -0.5 -1.8 0.0
C -0.4 0.4 -1.6
C 0.9 0.8 0.7
C -0.2 0.4 0.1
C -0.3 0.1 -1.2
C -1.2 1.9 1.3
C 0.0 0.5 0.2
C -1.0 -0.3 -0.4
C 3.2 -0.2 0.6
C 0.2 -1.3 -1.5
C 2.5 1.4 -2.6
C -2.3 -0.5 1.4
C -0.6 3.5 0.0
C 1.7 0.6 1.4
C -0.6 0.5 -1.2
H 0.2 0.0 0.5
H 1.6 0.4 -0.7
H -0.1 0.3 0.3
H 0.3 0.5 -0.1
H 0.3 0.7 0.6
H -0.1 0.7 -0.9
H 0.5 -1.2 -0.8
H -0.1 -0.3 -1.5
H 0.0 0.6 -0.1
H -0.4 -0.7 0.1
H -1.0 0.7 1.1
H 0.6 -0.7 0.6
H 0.1 0.4 -0.7
H 0.0 -0.2 -0.6
H -0.4 0.0 0.5
H -0.3 -1.5 -0.3
H 0.5 0.7 -0.7
H -0.1 0.4 0.4
H -0.7 -1.0 -0.5
H -1.1 0.3 0.0
H 1.2 -0.6 -0.5
H 0.0 0.1 -0.4
H 1.9 -0.1 -0.6
H 0.0 -0.4 0.3
H -0.1 0.4 0.5
H 0.4 0.1 1.3
H 0.3 0.4 0.5
H -0.6 0.0 0.7
H -0.2 -0.9 -0.3
H -1.0 -0.9 1.2
H 0.1 -0.6 -1.0
H 0.3 0.1 0.3
H 0.7 0.0 -0.5
H -1.8 0.4 0.5
H 0.0 0.2 0.0
H 0.2 -1.0 0.7
H 1.0 0.2 0.5
H 0.0 0.1 0.2
H 0.6 0.1 0.1
H 0.3 0.7 0.5
H -0.8 0.1 -1.1
H -1.4 -0.6 -0.2
H -0.6 -0.9 0.0
H 0.0 -0.3 0.5
H -0.2 0.1 0.3
H 0.1 -0.6 0.1
H -0.6 0.7 -2.2
H -0.1 -0.5 0.4
H -0.8 0.5 -1.3
H -0.2 -0.5 0.5
H -0.2 -0.5 0.8
H -1.3 0.4 0.5
H -0.7 -0.5 0.0
H -0.3 -0.4 0.4
H -0.4 -0.8 -0.4
H 0.3 -0.2 -0.2
H -1.1 0.5 0.6
H 0.4 0.3 2.2
H 0.0 -0.3 0.0
H -0.3 1.8 0.0
H 0.1 -0.3 0.4

=====

Entry 2:
ORCA calculation (the ωB97M-V functional and the def2-TZVPD basis) on a structure of composition C6H10.

## Properties
E = -6378.02605 eV
gap between HOMO and LUMO = 8.559 eV
HOMO = -7.55 eV
strongest force on any atom = 0.0085 Eh/bohr
charge = 0
ΔE to the lowest compared entry with this formula, charge and spin = 134.5 kcal per mole

Last column: Mulliken charge in e.
Geometry (Å):
C: -1.076 0.268 -1.450  0.437
C: 0.210 0.671 1.591  -1.011
C: -0.021 0.601 -2.032  -0.714
C: -1.785 -0.344 -0.463  -0.966
C: 1.215 -0.424 -0.465  -1.152
C: 0.284 -0.515 0.647  0.119
H: 0.853 1.475 1.217  0.285
H: 1.602 -0.875 0.702  0.267
H: -0.804 1.069 1.639  0.275
H: -0.108 -1.479 0.948  0.389
H: 1.896 0.415 -0.538  0.393
H: -2.369 0.237 0.248  0.292
H: 1.394 -1.293 -1.089  0.370
H: 0.366 1.109 -2.897  0.389
H: -2.182 -1.341 -0.668  0.281
H: 0.527 0.426 2.610  0.347

Atomic forces in eV per Å
C 0.3 0.0 0.0
C 0.0 0.0 0.0
C -0.4 0.0 0.0
C -0.1 0.1 -0.1
C 0.0 0.0 0.0
C 0.1 0.0 0.0
H -0.1 -0.1 0.1
H 0.0 0.0 0.0
H 0.1 -0.1 0.0
H 0.1 0.1 -0.1
H -0.1 -0.1 0.0
H 0.2 0.0 -0.1
H 0.0 0.2 0.1
H 0.0 -0.2 0.1
H 0.1 0.2 0.1
H -0.1 0.0 -0.1

=====

Which of these has the lowest ΔE to the lowest compared entry with this formula, charge and spin?
C34H61CsI4N9O3PS2SeSi

=====

charge of number 1 (C34H61CsI4N9O3PS2SeSi)?
-2

=====

E of number 2 (C6H10)?
-6378.02605 eV